The molecule C16H21N3O2S. Source: the Open Molecules 2025 dataset; level of theory: the ωB97M-V functional and the def2-TZVPD basis.

The value obtained for the calculated total energy is -36334.2255 eV. As for the multiplicity: 1. The SMILES is CCCn1c(SCC(=O)c2cc(C)c(C)cc2C)n[nH]c1=O. The calculation puts the energy above the lowest of the compared OMol25 structures with the same formula, charge and spin at 61.4 kJ/mol. The value obtained for the LUMO energy is 0.2677 eV. Its orbital gap is 8.39 eV.

XYZ file:
```
43
C16H21N3O2S | the Open Molecules 2025 dataset | the ωB97M-V functional and the def2-TZVPD basis
C 4.2137 0.9187 3.8768
C 3.6616 1.0863 2.4687
C 4.5329 0.3542 1.4459
N 3.9650 0.4387 0.1262
C 2.9220 -0.2818 -0.3741
S 2.2152 -1.6243 0.4700
C 0.6130 -1.6191 -0.3841
C -0.1969 -0.4033 0.0599
O 0.3230 0.4517 0.7401
C -1.6048 -0.3782 -0.3715
C -2.0434 -1.2016 -1.4138
C -3.3558 -1.2164 -1.8441
C -3.7745 -2.1065 -2.9734
C -4.2862 -0.3884 -1.2036
C -5.7207 -0.3828 -1.6253
C -3.8541 0.4294 -0.1724
C -2.5347 0.4683 0.2583
C -2.1598 1.3909 1.3705
N 2.5622 0.1203 -1.5529
N 3.3971 1.1670 -1.8308
C 4.2773 1.4153 -0.8162
O 5.1392 2.2571 -0.7478
H 4.2340 -0.1325 4.1559
H 3.5925 1.4523 4.5914
H 5.2259 1.3119 3.9394
H 3.6270 2.1451 2.2050
H 2.6443 0.6930 2.4167
H 4.6300 -0.7023 1.7138
H 5.5244 0.8118 1.3931
H 0.1115 -2.5514 -0.1302
H 0.8262 -1.5717 -1.4514
H -1.3360 -1.8378 -1.9227
H -4.1972 -1.5191 -3.7875
H -2.9272 -2.6687 -3.3569
H -4.5372 -2.8111 -2.6436
H -5.8097 -0.0939 -2.6720
H -6.1526 -1.3776 -1.5211
H -6.2993 0.3121 -1.0227
H -4.5744 1.0704 0.3168
H -1.5027 2.1760 0.9998
H -1.6108 0.8631 2.1480
H -3.0465 1.8470 1.8046
H 3.2863 1.6880 -2.6829
```